114
Properties=species:S:1:pos:R:3 method="wB97M-V/def2-TZVPD" e_above_lowest_ev=0.142 e_homo_ev="-7.914 / -10.142" max_force_ev_per_a=0.78 multiplicity=3 total_charge=+1 total_energy_ev=-70016.9620 lumo_energy_ev="-3.160 / -5.198"
Au 0.29131 -1.00933 0.74786
C 3.97901 -0.20158 -3.97911
C 4.46198 -1.26735 -2.98405
C 3.32522 -1.76709 -2.15860
C 2.60678 -2.90182 -2.29968
C 2.80653 -4.02327 -3.26498
C 1.80264 -3.95293 -4.42480
C 1.52763 -2.84870 -1.31710
N 1.60878 -1.69437 -0.59558
C 2.73706 -1.02594 -1.04242
C 3.30193 0.04551 -0.44709
C 2.75759 0.73044 0.66977
C 3.39399 1.81615 1.33735
C 4.78986 2.28353 1.06630
C 4.86065 3.27255 -0.10563
C 2.47667 2.31750 2.22937
C 1.30507 1.49947 2.11357
C 0.09956 1.71732 2.77597
C -0.99607 0.89072 2.70625
N -1.04311 -0.31240 2.06349
C -2.25151 -0.89970 2.40116
C -2.66083 -2.13630 2.04417
C -1.94365 -3.01277 1.18925
N -0.82178 -2.66843 0.49172
C -0.46208 -3.77760 -0.23465
C 0.60362 -3.84763 -1.12692
C -1.37442 -4.84760 0.03217
C -2.29903 -4.36394 0.93121
C -3.45824 -5.10381 1.51800
C -4.73394 -4.92228 0.68548
C -1.25873 -6.22816 -0.52140
C -0.18682 -7.04799 0.21124
C -3.00255 0.01489 3.26313
C -2.24493 1.12023 3.42335
C -2.58270 2.36499 4.17816
C -2.14572 2.30415 5.64735
C -4.36834 -0.26898 3.79237
C -5.43486 -0.09762 2.70043
N 1.52264 0.51072 1.18947
C 2.61391 3.49668 3.13460
C 2.87170 3.09229 4.59156
H 4.80023 0.12111 -4.61827
H 3.58523 0.66797 -3.45098
H 3.18613 -0.60114 -4.61239
H 5.23238 -0.83554 -2.34229
H 4.91021 -2.09686 -3.53044
H 2.70074 -4.97752 -2.74364
H 3.81962 -3.98352 -3.66476
H 0.77788 -3.96926 -4.05314
H 1.94101 -4.79829 -5.09780
H 1.94153 -3.03072 -4.98924
H 4.23324 0.41549 -0.84896
H 5.42356 1.42155 0.84738
H 5.19501 2.75233 1.96408
H 4.34582 2.86627 -0.97843
H 5.89675 3.47717 -0.37475
H 4.39089 4.22005 0.15972
H 0.02063 2.59183 3.40590
H -3.60071 -2.50087 2.43129
H 0.71623 -4.75486 -1.70076
H -3.64030 -4.77628 2.54350
H -3.20959 -6.16506 1.56558
H -4.99323 -3.86605 0.60031
H -5.56832 -5.44847 1.14853
H -4.59376 -5.31618 -0.32116
H -1.01115 -6.18206 -1.58443
H -2.21854 -6.73712 -0.43016
H 0.79543 -6.58558 0.11094
H -0.13573 -8.05630 -0.19896
H -0.42083 -7.12263 1.27319
H -3.66118 2.52327 4.13199
H -2.10590 3.22134 3.69661
H -2.63153 1.47339 6.15889
H -2.41668 3.22757 6.15842
H -1.06649 2.17037 5.73066
H -4.58635 0.40780 4.61861
H -4.40327 -1.28805 4.18344
H -5.43170 0.92580 2.32502
H -6.42350 -0.32098 3.09956
H -5.24483 -0.76588 1.86090
H 1.70310 4.10064 3.08747
H 3.43871 4.12071 2.78695
H 2.07710 2.44509 4.96368
H 2.92052 3.97899 5.22324
H 3.81725 2.55838 4.68295
C -2.74462 2.56761 -0.18628
N -2.09259 2.95496 -1.42837
C -2.45845 4.28427 -1.88463
P -0.63397 2.25464 -1.83525
O -0.27489 1.15950 -0.91279
N -0.78500 1.71650 -3.39497
C -1.64632 2.29856 -4.40629
C 0.32719 0.92938 -3.91362
N 0.51361 3.48612 -1.83798
C 0.66808 4.20683 -0.58723
C 0.96636 4.21773 -3.00104
H -3.82941 2.58586 -0.32118
H -2.48905 3.25487 0.63162
H -2.43496 1.56119 0.08747
H -3.51723 4.30061 -2.15719
H -1.87057 4.57513 -2.75339
H -2.30599 5.03042 -1.09554
H -2.54040 2.70411 -3.94193
H -1.95476 1.51243 -5.09830
H -1.14956 3.08531 -4.98709
H 0.90675 0.54306 -3.07527
H 0.98636 1.51904 -4.56240
H -0.05734 0.08637 -4.49332
H 0.21393 3.62686 0.21596
H 0.19590 5.19707 -0.62841
H 1.72586 4.34513 -0.35771
H 0.76480 3.65749 -3.91176
H 2.04748 4.37845 -2.93725
H 0.48844 5.20306 -3.07687

---

85
Properties=species:S:1:pos:R:3 method="wB97M-V/def2-TZVPD" e_homo_ev=-4.978 max_force_ev_per_a=6.30 total_energy_ev=-94730.0683 lumo_energy_ev=-3.734
C 6.49809 1.32464 5.38454
C 6.53352 2.33149 4.16352
N 5.85804 1.66177 3.02462
C 4.42430 1.61077 3.26130
C 3.68464 2.95096 3.09867
C 2.32382 2.88735 3.76743
C 1.80665 4.35232 4.06802
O 2.46337 2.35957 5.12172
C 1.22326 1.84205 5.54915
O 0.86012 1.58550 6.71099
O 0.49932 1.74048 4.46305
C 1.19192 2.03640 3.18909
C 1.52168 0.57364 2.72843
O 1.91491 0.55377 1.39659
C 2.08992 -0.80038 0.92456
C 3.28242 -1.61350 1.47628
O 1.31774 -1.20648 0.18120
C 0.22470 2.65296 2.13374
C -1.06450 3.30484 2.71313
C -2.17865 2.24737 3.06426
Cl -1.77592 4.31321 1.35112
C 6.19382 2.20208 1.76598
C 7.38067 3.14809 1.49857
O 5.53452 1.87250 0.81474
H 7.46215 1.34411 5.94551
H 5.55718 1.54170 6.03035
H 6.46594 0.30950 4.92403
H 7.59054 2.58253 3.97861
H 5.91622 3.19374 4.51537
H 4.20429 1.25380 4.29226
H 4.05107 0.82097 2.57619
H 4.26868 3.82832 3.45799
H 3.52515 3.14710 2.00947
H 2.53511 4.83349 4.76923
H 1.71253 4.94507 3.14100
H 0.82307 4.33666 4.62243
H 0.59390 -0.03957 2.87039
H 2.26901 0.14687 3.44415
H 3.35332 -2.58996 0.91923
H 3.11141 -1.75808 2.56990
H 4.22807 -1.05993 1.30032
H -0.11312 1.88189 1.40403
H 0.81575 3.38494 1.53759
H -0.87983 4.01420 3.54117
H -2.73337 2.59266 3.96680
H -2.86946 2.10050 2.21498
H -1.69001 1.29188 3.35606
H 7.40997 4.05312 2.13448
H 7.44446 3.36282 0.41680
H 8.30993 2.57480 1.74206
Ca 1.35395 3.43424 7.19965
F -1.94227 -2.72640 -0.14449
Al -1.90218 -1.45457 -1.31373
F -1.40006 0.02449 -0.55739
F -3.50995 -1.24440 -1.99098
F -0.81645 -1.86787 -2.59262
F 4.03974 1.54343 6.48981
C -6.82444 -2.17207 -8.06270
C -6.31000 -3.57255 -7.74158
C -6.42444 -3.99161 -6.28552
N -5.53436 -3.25987 -5.28660
C -6.35095 -2.24996 -4.52796
C -4.96552 -4.27718 -4.29583
C -3.76333 -4.84765 -5.01795
C -3.15358 -3.63785 -5.71038
C -4.27264 -2.61022 -5.84318
H -6.31302 -1.39405 -7.49463
H -6.67327 -1.95793 -9.12101
H -7.89414 -2.09633 -7.85614
H -5.28552 -3.69944 -8.09936
H -6.90463 -4.28143 -8.32458
H -6.18327 -5.05231 -6.21716
H -7.45274 -3.88525 -5.93635
H -7.15508 -2.77526 -4.01601
H -6.75039 -1.52610 -5.23533
H -5.70904 -1.75556 -3.79852
H -4.66296 -3.73023 -3.40014
H -5.73056 -5.01031 -4.04432
H -4.06455 -5.59235 -5.75970
H -3.06655 -5.33348 -4.33710
H -2.72645 -3.90456 -6.67730
H -2.34516 -3.21614 -5.11018
H -4.42038 -2.25691 -6.85752
H -4.05239 -1.74399 -5.21902
F 3.99621 -3.90282 -0.34532

---

22
Properties=species:S:1:pos:R:3 method="wB97M-V/def2-TZVPD" e_above_lowest_ev=3.892 e_homo_ev=-12.230 max_force_ev_per_a=5.15 total_charge=+1 total_energy_ev=-24195.1616 lumo_energy_ev=-3.498
C -5.38842 -0.51529 -0.47928
C 1.78212 -0.60504 -0.11779
C 3.20226 -1.26492 0.03984
C 1.94545 0.93213 -0.38845
C -0.46310 1.42954 0.69474
N -1.94144 -0.15885 0.22426
N -2.99090 -0.59921 -0.28998
N 0.05798 1.04380 1.78604
N -4.17391 -0.32212 -0.22202
O 0.75234 -1.16422 -0.11443
S 0.36923 1.69335 -0.79699
H -5.91500 -0.00176 -1.28614
H -6.02973 -1.07972 0.22586
H 3.34644 -1.88393 0.93078
H 3.51326 -1.98721 -0.73479
H 4.04498 -0.53800 0.01253
H 2.52069 0.89917 -1.35822
H 2.53579 1.38593 0.49750
H -1.33588 2.18562 0.76631
H -1.25349 -0.75833 -0.23210
H -0.55474 1.24608 2.59400
H 0.84538 0.48840 1.77000

---

19
Properties=species:S:1:pos:R:3 method="wB97M-V/def2-TZVPD" e_above_lowest_ev=2.238 e_homo_ev=-9.097 max_force_ev_per_a=4.77 total_energy_ev=-16681.8528 lumo_energy_ev=-0.664
C 0.32946 1.28000 1.49695
C -0.86574 0.40428 1.18804
C -1.77459 1.05934 0.15789
N -0.43439 -0.97123 0.83450
H 1.06538 0.78036 2.14030
H 0.89604 1.46274 0.58127
H -0.00324 2.22035 1.93396
H -1.44659 0.26274 2.12256
H -1.26129 1.24149 -0.78264
H -2.21746 2.00510 0.52176
H -2.65249 0.43622 -0.05421
H 0.15454 -0.94468 -0.01542
H -1.24989 -1.49213 0.50481
H -0.25125 -0.46221 -1.62590
C 1.95659 -1.60226 -1.76454
S 1.53017 0.18300 -1.78372
H 1.62536 -2.04840 -2.71157
H 3.04066 -1.60794 -1.80374
H 1.55871 -2.20675 -0.94028